Entry 1:
{
  "formula": "C5H12FN",
  "method": "the ωB97M-V functional and the def2-TZVPD basis",
  "symbols": ["C", "C", "C", "C", "C", "N", "F", "H", "H", "H", "H", "H", "H", "H", "H", "H", "H", "H", "H"],
  "xyz": [[1.636639, -1.025592, -1.039781], [1.515207, 0.275625, 1.141913], [-1.447261, 1.129037, 0.760202], [1.121170, -0.915336, 0.325159], [-1.743051, -0.040862, -0.048264], [-1.646576, 0.006687, -1.433541], [-2.642930, -0.993723, 0.395228], [0.778210, -1.095376, -1.654420], [2.251799, -0.149162, -1.429940], [2.246051, -1.874736, -1.331234], [2.633567, 0.453830, 1.172265], [1.052387, 1.195076, 0.703586], [1.167339, 0.184127, 2.125708], [-0.751224, 1.690810, 0.186870], [-0.887829, 0.760016, 1.672244], [-2.260000, 1.794990, 1.163297], [1.048007, -1.930132, 0.939904], [-2.398932, -0.461926, -1.986710], [-1.672569, 0.996643, -1.662495]],
  "atomic_forces_ev_per_a": [[1.163, 1.112, -1.172], [0.753, 0.717, -1.717], [-0.202, -0.356, 2.532], [0.882, -2.020, 2.473], [-0.342, -2.004, -0.245], [-1.156, 0.477, -0.774], [0.528, 0.872, -0.079], [-1.029, 0.037, -1.260], [-0.928, -0.655, 0.794], [0.085, -0.532, 0.563], [-0.990, -0.283, -0.103], [0.709, -0.564, 0.359], [-0.413, -0.020, 1.540], [0.489, 0.807, -0.308], [-0.676, 0.652, -0.835], [0.231, -0.641, -0.741], [-0.105, 2.208, -1.421], [0.832, 0.293, 1.006], [0.167, -0.102, -0.610]],
  "fmax_ha_per_bohr": 0.06441,
  "total_energy_ev": -9583.18491,
  "e_lumo_ha": [0.0311, 0.0375],
  "homo_lumo_gap_ha": [0.30107, 0.27987],
  "spin_multiplicity": 1
}

=====

Entry 2:
{
  "formula": "C12H12BO4P",
  "method": "the ωB97M-V functional and the def2-TZVPD basis",
  "symbols": ["C", "B", "O", "C", "C", "P", "C", "O", "C", "C", "C", "C", "C", "O", "C", "C", "C", "O", "H", "H", "H", "H", "H", "H", "H", "H", "H", "H", "H", "H"],
  "xyz": [[-0.241186, 2.631973, 1.958637], [0.671524, 1.423702, 1.418810], [2.060375, 1.762734, 1.693969], [0.431172, 0.417057, 0.215588], [1.462384, -0.545749, -0.311717], [2.953598, -0.956072, 0.701998], [2.957099, -2.856746, 0.714930], [2.739574, -0.795254, 2.384485], [1.239842, -1.249483, -1.584799], [0.030171, -1.133249, -2.384572], [-1.073723, -0.368019, -1.801914], [-0.845107, 0.327949, -0.519793], [-2.132731, 0.893404, 0.152281], [-2.274244, 0.692225, 1.354756], [-3.487251, 1.117755, -0.522095], [-3.645379, 0.554266, -1.746357], [-2.484856, -0.236582, -2.430956], [-2.699748, -0.683706, -3.538568], [-0.875901, 2.940210, 1.080747], [-0.928001, 2.310824, 2.782866], [0.322322, 3.560993, 2.229954], [2.260556, 2.240029, 0.857916], [3.450985, -3.243528, 1.647352], [1.905084, -3.257001, 0.759531], [3.446808, -3.291473, -0.185463], [1.792947, -0.929926, 2.600622], [2.044901, -1.927065, -1.958328], [-0.101882, -1.637695, -3.368826], [-4.329120, 1.602014, 0.037361], [-4.650215, 0.636412, -2.238416]],
  "atomic_forces_ev_per_a": [[-1.081, -0.297, -0.426], [1.720, 2.526, -0.111], [-1.272, -0.556, -1.375], [-0.890, -2.934, -2.298], [-2.828, 0.366, 0.003], [1.671, -0.732, 0.840], [-1.038, -0.408, -0.079], [-1.475, -0.056, -1.603], [-0.892, 0.668, 0.238], [-0.142, 1.152, 2.204], [1.129, 0.629, 1.805], [0.178, 0.222, -0.940], [-1.367, -2.128, 1.450], [0.901, 0.680, -0.598], [0.968, -0.155, -1.796], [0.373, 0.204, 0.983], [-0.191, 0.652, -0.486], [0.250, -0.101, 0.517], [0.178, -0.250, 0.909], [0.416, 0.520, -0.715], [-0.155, -1.180, 0.033], [0.518, -0.342, 0.668], [-0.165, 0.734, -0.975], [0.860, 0.357, -0.154], [-0.259, 0.381, 0.630], [0.635, -0.042, 0.194], [-0.768, 0.661, 0.383], [0.194, 0.413, 1.021], [1.213, -0.461, -0.460], [1.319, -0.524, 0.141]],
  "fmax_ha_per_bohr": 0.07452,
  "total_energy_ev": -30791.93298,
  "smiles": "CB(O)c1c(P(C)O)ccc2c1C(=O)C=CC2=O",
  "e_lumo_ha": -0.0431,
  "homo_lumo_gap_ha": 0.26924,
  "spin_multiplicity": 1
}

=====

Entry 3:
{
  "formula": "C4H7NO2",
  "method": "the ωB97M-V functional and the def2-TZVPD basis",
  "symbols": ["C", "C", "C", "C", "N", "O", "O", "H", "H", "H", "H", "H", "H", "H"],
  "xyz": [[0.107255, 0.719628, 1.040287], [1.419389, 0.614741, 0.930177], [-0.937826, 0.701063, 0.014329], [-1.627249, -0.675681, -0.063037], [1.051910, -0.344181, -1.147589], [2.041412, 0.227040, -0.216343], [-1.007895, 1.603447, -0.776581], [-0.188320, 0.855621, 2.123267], [2.178580, 0.834277, 1.798854], [-1.068340, -1.594805, 0.187147], [-1.866703, -0.703422, -1.120873], [-2.645218, -0.748595, 0.468112], [1.279264, -1.451969, -1.134552], [1.263743, -0.037169, -2.103196]],
  "atomic_forces_ev_per_a": [[0.181, 0.964, 3.605], [1.043, 0.213, 0.824], [1.533, -1.850, 0.156], [-2.488, 0.310, -0.419], [1.257, -3.246, 0.667], [-0.010, -0.399, -1.402], [-1.268, 0.066, -0.109], [-0.043, 0.079, -1.347], [-1.594, -0.703, -1.950], [0.160, 0.992, 0.181], [-0.285, -0.456, -0.267], [1.505, 0.408, -0.537], [-0.443, 3.347, -0.042], [0.453, 0.276, 0.640]],
  "fmax_ha_per_bohr": 0.07265,
  "total_energy_ev": -9842.90847,
  "smiles": "CC(=O)/C=C\\ON",
  "e_lumo_ha": 0.0272,
  "homo_lumo_gap_ha": 0.35875,
  "spin_multiplicity": 1
}

=====

Entry 4:
{
  "formula": "C22H44MgNO22",
  "method": "the ωB97M-V functional and the def2-TZVPD basis",
  "symbols": ["Mg", "N", "O", "O", "O", "C", "C", "C", "O", "C", "H", "H", "H", "H", "H", "H", "H", "H", "C", "O", "C", "O", "O", "C", "H", "H", "H", "H", "H", "H", "C", "O", "C", "O", "O", "C", "H", "H", "H", "H", "H", "H", "C", "O", "C", "O", "O", "C", "H", "H", "H", "H", "H", "H", "C", "O", "C", "O", "O", "C", "H", "H", "H", "H", "H", "H", "C", "O", "C", "O", "O", "C", "H", "H", "H", "H", "H", "H", "C", "O", "C", "O", "O", "C", "H", "H", "H", "H", "H", "H"],
  "xyz": [[4.764503, 0.204263, -3.470847], [1.028322, -0.208053, -2.270830], [-0.068872, -0.586709, -1.861440], [1.849210, 0.369016, -1.560875], [1.502920, -0.342340, -3.406891], [-4.905027, 1.176453, 3.080499], [-5.222436, 1.646151, 4.516343], [-3.887702, 2.037419, 5.170951], [-3.181855, 2.540493, 4.081756], [-3.556761, 1.921414, 2.801850], [-5.692522, 1.435453, 2.372786], [-4.747029, 0.098601, 3.117851], [-5.812902, 0.835942, 4.944141], [-5.834373, 2.543923, 4.428896], [-3.366396, 1.196288, 5.627913], [-4.059164, 2.757768, 5.970827], [-2.771043, 1.224973, 2.509080], [-3.601861, 2.644505, 1.987469], [-6.475539, -7.242667, 4.742192], [-5.484633, -7.161154, 3.757047], [-4.791029, -6.047801, 3.664405], [-4.989150, -4.997305, 4.380644], [-3.889027, -6.180197, 2.704215], [-3.107207, -5.048031, 2.343733], [-7.233351, -6.486310, 4.537869], [-6.029655, -7.143974, 5.731920], [-6.922223, -8.236237, 4.704678], [-3.625500, -4.473265, 1.576190], [-2.226997, -5.390365, 1.799533], [-2.899232, -4.354856, 3.158812], [7.628901, -3.549764, 0.488161], [6.652415, -4.419137, -0.035006], [5.797572, -4.027298, -0.953907], [5.633684, -2.880361, -1.352771], [5.018891, -5.083487, -1.226958], [4.044072, -5.016230, -2.170114], [8.449714, -3.341496, -0.198118], [7.990158, -4.117728, 1.345481], [7.194957, -2.648945, 0.922105], [3.317193, -5.767099, -1.860355], [4.475674, -5.160607, -3.160553], [3.422057, -4.121160, -2.162752], [-4.541948, -1.856521, -6.522438], [-5.232162, -3.138598, -6.880470], [-6.425417, -3.389786, -6.152628], [-7.067839, -2.501725, -5.581716], [-6.628131, -4.720545, -6.232044], [-7.869979, -5.326467, -5.791030], [-5.337515, -1.170645, -6.813543], [-3.606379, -1.810210, -7.079822], [-4.341688, -1.689813, -5.464047], [-8.632285, -4.560028, -5.930905], [-7.691165, -5.536436, -4.736500], [-8.061003, -6.204565, -6.407925], [0.888770, 6.992054, -0.385478], [0.173737, 7.606058, 0.680670], [-0.421255, 8.832161, 0.411283], [-0.424249, 9.332887, -0.732693], [-1.041434, 9.340010, 1.496446], [-1.969427, 10.436209, 1.405463], [1.247751, 6.042884, 0.012402], [1.745418, 7.535619, -0.783968], [0.146684, 6.793547, -1.158791], [-2.342816, 10.808920, 2.359284], [-2.866738, 10.180564, 0.841917], [-1.460392, 11.346252, 1.087981], [6.477290, 6.096625, -5.691594], [5.109597, 6.203652, -6.187585], [4.147493, 5.363420, -5.834932], [4.369198, 4.320292, -5.215360], [2.895747, 5.734108, -6.264994], [2.634702, 7.017308, -6.685349], [7.019867, 6.293962, -6.616123], [6.778234, 5.122403, -5.306327], [6.803708, 6.954360, -5.103513], [3.233102, 7.249235, -7.566387], [2.939400, 7.727741, -5.916883], [1.570208, 7.048180, -6.917720], [3.885855, -1.379142, 5.008496], [4.664564, -2.603865, 4.937616], [5.340221, -3.000601, 5.987843], [5.564747, -2.353727, 6.983795], [5.705759, -4.273494, 5.698949], [6.601068, -4.960918, 6.671608], [2.965106, -1.399801, 5.591502], [3.602236, -1.023408, 4.017983], [4.579859, -0.587751, 5.291621], [6.253649, -5.984760, 6.809952], [6.622267, -4.427292, 7.621813], [7.606829, -5.078441, 6.268211]],
  "atomic_forces_ev_per_a": [[-1.427, -0.289, 0.327], [-0.748, 0.341, 2.907], [1.668, 0.346, -1.691], [0.319, 0.611, 1.640], [0.184, -1.142, -3.030], [1.293, 0.646, 0.549], [-0.777, -0.339, -0.472], [-1.419, -1.223, -0.605], [0.980, 0.953, -1.589], [-0.383, -0.627, 1.174], [0.093, -0.122, 0.062], [-0.031, 0.008, -0.358], [0.067, 0.315, 0.681], [-0.114, 0.005, 0.280], [0.071, -0.345, -0.030], [0.290, 0.422, -0.324], [0.097, -0.169, 0.165], [-0.164, 0.464, 0.464], [-0.686, 0.026, 0.822], [0.911, -0.521, -0.917], [-0.911, 4.233, 2.669], [0.912, -4.044, -2.832], [0.128, -0.182, 0.151], [-0.133, 0.793, -0.842], [0.003, -0.001, 0.369], [-0.139, 0.366, -0.005], [0.135, 0.077, -0.365], [-0.462, 0.066, 0.124], [0.139, -0.329, 0.652], [0.102, -0.477, 0.170], [0.306, 0.151, 1.214], [-0.213, -0.561, -0.770], [-1.118, 0.564, 0.562], [0.350, -0.664, -0.376], [2.368, 0.640, 1.726], [-2.180, 0.088, -1.240], [-0.243, 0.006, -0.125], [0.357, 0.103, -0.167], [-0.104, 0.157, -0.448], [0.245, -0.449, -0.618], [-0.335, -0.237, -0.095], [0.486, 0.548, 0.104], [-2.059, -0.714, -0.567], [-0.559, -0.185, 2.151], [0.875, 1.588, -0.039], [1.236, -2.643, -1.284], [0.384, 0.931, -0.599], [0.566, 1.470, 0.214], [0.829, 0.821, -0.107], [-0.449, -0.096, -0.214], [-0.154, -0.644, 0.099], [-0.317, -0.341, 0.248], [-0.574, -0.330, -0.085], [0.224, 0.143, 0.186], [-0.669, -0.484, -0.327], [-0.616, 2.405, 0.979], [-0.318, 0.468, -2.996], [0.067, -1.201, 3.265], [0.515, -1.108, 0.245], [0.175, 0.910, -0.396], [-0.104, 0.103, 0.107], [-0.265, 0.429, 0.192], [0.379, -0.028, -0.352], [0.408, -1.198, 0.667], [0.424, -0.012, -0.439], [0.005, -0.286, -0.948], [0.358, 0.264, -1.739], [-0.250, 0.722, 0.537], [-0.182, -1.278, 0.670], [-0.872, 1.418, -0.960], [2.162, -3.080, 1.594], [0.433, 1.729, -0.754], [0.282, -0.453, -0.043], [-0.553, 0.200, 0.162], [-0.866, -0.227, 0.664], [-0.214, 0.104, -0.208], [-0.412, 0.187, 0.043], [0.191, 0.199, 0.136], [1.205, 0.874, -0.311], [-1.895, 0.817, -1.444], [0.465, -0.427, 1.004], [0.011, -0.628, -0.516], [1.181, -0.340, 1.341], [-0.540, 0.323, -0.437], [0.451, -0.470, 0.401], [0.038, -0.976, -0.376], [-0.282, 0.009, 0.809], [-0.497, 0.263, -0.052], [-0.067, 0.015, -0.204], [-0.070, 0.546, -0.230]],
  "fmax_ha_per_bohr": 0.09892,
  "total_energy_ev": -75488.41773,
  "e_lumo_ha": -0.3264,
  "total_charge": 1,
  "homo_lumo_gap_ha": 0.06187,
  "spin_multiplicity": 1
}